# C17H28Cl2F4N2O4P

A 2-piece molecular cluster, C17H28Cl2F4N2O4P overall (ωB97M-V/def2-TZVPD, OMol25).

* largest force on an atom: 0.3 eV/A
* E: -74455.914 eV
* HOMO: -5.279 eV
* HOMO-LUMO gap: 7.90 eV
* net charge: -1

XYZ file:
```
58
Properties=species:S:1:pos:R:3:nbo_charge:R:1
C 3.58419 -1.14353 -1.52666 -0.245
O 2.24832 -0.77037 -1.73709 -0.571
C 1.47864 -0.67086 -0.55338 -0.399
P -0.29559 -0.10677 -0.97937 1.335
O -0.86205 -0.49037 0.60351 -0.854
C -0.17260 -0.36490 1.81856 -0.073
C 0.26321 -1.72337 2.40624 -0.250
N 1.68632 -1.78260 2.76632 -0.634
C 2.04315 -0.96515 3.92442 -0.242
C 3.09752 0.13133 3.66806 0.092
C 4.17617 -0.25580 2.65871 -0.635
O 2.49278 1.32938 3.17194 -0.719
C 0.14220 1.76394 -0.50541 -0.314
Cl 1.59476 2.31453 -1.31060 -0.042
C -0.49641 2.63158 0.28084 -0.063
C -1.82164 2.43635 0.96261 -0.659
Cl 0.11143 4.26731 0.54164 -0.075
C -2.07589 0.40077 -1.41522 -0.207
C -3.23222 -0.01720 -0.75559 -0.267
C -4.46467 0.43151 -1.19309 0.012
N -4.64287 1.25798 -2.21909 -0.469
C -3.53811 1.65628 -2.85379 0.013
C -2.26580 1.25067 -2.49198 -0.277
C -0.71349 -1.97164 -1.63305 0.359
F -1.06896 -2.84270 -0.60862 -0.380
F -1.79636 -1.95456 -2.49413 -0.365
C 0.36563 -2.73943 -2.41127 0.508
F -0.08069 -4.00805 -2.70765 -0.361
F 0.61341 -2.12899 -3.60461 -0.339
H 3.72243 -1.63581 -0.55543 0.166
H 3.89016 -1.83860 -2.31660 0.174
H 4.24153 -0.26340 -1.55941 0.171
H 1.46674 -1.65108 -0.05628 0.169
H 1.95067 0.02324 0.15087 0.191
H 0.10701 0.20099 -2.31834 -0.109
H -0.86128 0.11353 2.52923 0.159
H 0.69124 0.30274 1.75388 0.201
H 0.06236 -2.49025 1.65671 0.228
H -0.36359 -1.95277 3.28344 0.149
H 1.91885 -2.74675 2.95840 0.356
H 2.40452 -1.59450 4.74844 0.180
H 1.14229 -0.45951 4.30138 0.179
H 3.57575 0.35028 4.63435 0.145
H 5.17439 -0.00065 3.02298 0.200
H 4.14001 -1.31883 2.42263 0.217
H 4.00414 0.29736 1.73343 0.241
H 1.89190 1.67788 3.83848 0.463
H -2.63427 2.66294 0.26347 0.230
H -1.95969 1.41340 1.29839 0.244
H -1.91552 3.11625 1.81100 0.212
H -3.16895 -0.68505 0.09372 0.227
H -5.37064 0.10607 -0.68440 0.170
H -3.70005 2.32311 -3.69420 0.194
H -1.41004 1.60678 -3.06018 0.220
H 1.29713 -2.85052 -1.85718 0.140
O -5.19278 3.26131 -5.35827 -0.940
H -5.67126 3.10954 -6.17790 0.463
H -5.80344 2.98695 -4.66484 0.479
```